{"formula": "C6H5N4O", "method": "ωB97M-V with the def2-TZVPD basis set", "symbols": ["C", "C", "C", "C", "C", "C", "N", "N", "N", "N", "O", "H", "H", "H", "H", "H"], "coordinates": [[-0.88106, 1.03620, -0.46220], [-1.81098, 0.77585, 0.46435], [0.24596, 0.23175, -0.12271], [-1.30138, -0.22155, 1.34641], [1.46132, 0.45789, -0.78320], [-1.77232, -0.73586, 2.51071], [-3.64492, -1.59097, 1.66084], [3.38187, -0.69424, -0.00159], [2.69930, 0.12990, -0.56466], [-4.71275, -1.87916, 1.64783], [0.01098, -0.46926, 0.97430], [-0.90270, 1.68819, -1.35371], [-2.73509, 1.24287, 0.42666], [1.23448, 0.85520, -1.80538], [-1.09322, -1.42236, 3.01931], [4.37789, -0.38571, 0.12062]], "forces_ev_per_angstrom": [[0.7, -0.1, -1.3], [0.5, -0.6, -0.6], [0.1, 1.1, 0.9], [-1.2, 0.7, 1.8], [-0.8, -0.5, -2.2], [2.4, 0.5, -1.6], [-3.3, -1.1, 0.0], [0.5, -0.1, 0.1], [0.5, 0.1, 0.2], [2.3, 0.6, 0.0], [0.9, -0.2, -0.4], [-0.1, -0.4, 0.9], [-1.8, 0.5, 0.6], [0.8, 0.0, 1.1], [-0.8, -0.3, 0.5], [-0.8, -0.1, 0.0]], "mulliken_charge": [-0.31, -0.53, 0.97, 0.40, -0.35, -0.44, 0.28, -0.48, 0.26, -0.28, -0.31, 0.37, 0.51, 0.24, 0.37, 0.31], "homo_lumo_gap_ev": [6.960, 6.618], "charge": 1, "lumo_ev": [-6.46, -6.07]}



{"formula": "C2H4N2S", "method": "ωB97M-V with the def2-TZVPD basis set", "symbols": ["C", "N", "S", "H", "H", "H", "C", "N", "H"], "coordinates": [[-0.84516, -0.22780, 2.31318], [-0.13310, -0.55711, 1.27423], [1.47800, -0.85387, 1.30642], [-1.85442, 0.05472, 2.31169], [-0.48049, -0.12663, 3.28248], [-0.59670, -0.50224, 0.30849], [1.89401, 0.64634, -2.89044], [1.03869, 0.25246, -2.24317], [2.54872, 1.09950, -3.60120]], "forces_ev_per_angstrom": [[-0.1, -0.2, -1.4], [-2.0, 1.1, -0.3], [1.3, -0.5, -0.2], [-1.4, 0.1, -1.1], [1.6, -0.3, 1.2], [0.7, -0.3, 1.8], [-0.3, 0.3, -0.4], [-0.1, -0.2, 0.3], [0.3, -0.1, 0.2]], "mulliken_charge": [-0.32, -0.18, -0.33, 0.26, 0.28, 0.29, 0.04, -0.30, 0.27], "homo_lumo_gap_ev": [8.016, 8.017], "smiles": "C=[NH+][S-].C#N", "lumo_ev": [0.26, 0.26]}



{"formula": "C4H9NO3", "method": "ωB97M-V with the def2-TZVPD basis set", "symbols": ["C", "C", "C", "C", "H", "H", "H", "H", "H", "H", "H", "H", "H", "N", "O", "O", "O"], "coordinates": [[0.27242, 0.02039, 3.34496], [-0.11946, -0.55316, 1.93052], [0.21290, 0.09643, -0.27104], [0.05159, 1.09525, -2.38524], [1.53324, 0.87297, 3.03324], [-0.79813, 0.84170, 3.92582], [0.39699, -1.20319, 3.89317], [0.67312, -1.39895, 1.75729], [-1.24801, -0.87859, 1.68207], [-0.20213, 0.28612, -3.09756], [-0.82856, 1.62624, -2.09553], [1.01832, 1.68314, -2.95555], [-1.69324, -1.41783, -1.88176], [-0.73664, -0.77766, -0.55985], [0.51888, 0.51013, 1.05266], [0.84868, 0.60386, -1.22730], [-0.89254, -0.97917, -1.83254]], "forces_ev_per_angstrom": [[-0.8, -0.3, 0.5], [2.3, 0.4, 0.6], [-3.7, -2.5, 2.0], [5.2, 0.6, -2.7], [-3.9, -2.9, 1.5], [3.7, -2.7, -1.7], [0.0, 4.5, -0.6], [-2.2, 1.0, 0.3], [2.8, 1.2, 0.6], [0.3, 0.9, 0.7], [-0.2, 0.7, 0.3], [-3.4, -0.8, 1.6], [-2.4, -1.6, -0.3], [1.3, 1.9, 6.7], [-2.5, -2.6, -3.1], [1.8, 2.7, -2.9], [1.6, -0.5, -3.4]], "mulliken_charge": [-0.72, -0.22, 0.44, -0.59, 0.22, 0.21, 0.23, 0.26, 0.32, 0.27, 0.34, 0.20, 0.35, -0.33, -0.31, -0.32, -0.36], "homo_lumo_gap_ev": 9.258, "lumo_ev": 0.72}



{"formula": "F8KN4NaO16S8", "method": "ωB97M-V with the def2-TZVPD basis set", "symbols": ["Na", "K", "N", "S", "O", "O", "F", "S", "O", "O", "F", "N", "S", "O", "O", "F", "S", "O", "O", "F", "N", "S", "O", "O", "F", "S", "O", "O", "F", "N", "S", "O", "O", "F", "S", "O", "O", "F"], "coordinates": [[0.38387, 3.49561, 0.29467], [-0.38273, 0.84023, -0.38826], [-0.89785, -2.34582, 4.12916], [-1.33153, -1.96507, 2.57096], [-2.04130, -2.91609, 1.80939], [-0.50332, -0.99092, 1.93634], [-2.55603, -1.04567, 3.10451], [0.09598, -3.55518, 3.83197], [1.29813, -3.15025, 3.17505], [-0.52848, -4.79617, 3.50717], [0.62203, -3.81793, 5.33899], [2.02737, 2.01800, -0.21478], [3.21309, 1.54580, 0.91912], [3.88098, 2.70941, 1.40055], [3.92496, 0.34688, 0.73687], [2.16720, 1.24497, 2.06836], [2.95272, 1.83280, -1.48368], [3.07047, 0.49294, -1.90569], [4.00859, 2.75908, -1.69306], [1.88152, 2.43511, -2.53897], [-1.74456, 3.17184, -0.46764], [-2.40442, 3.85016, -1.88274], [-2.37552, 5.26526, -1.92639], [-3.55545, 3.18595, -2.34091], [-1.21196, 3.34918, -2.76776], [-2.89479, 3.40595, 0.59969], [-4.23034, 3.12289, 0.24452], [-2.65579, 4.37447, 1.62039], [-2.54906, 2.01614, 1.38121], [1.18365, -3.03418, -2.65095], [-0.03208, -2.14830, -3.19439], [-0.31061, -0.93554, -2.47902], [-1.14509, -2.84487, -3.74049], [0.69986, -1.68587, -4.53996], [0.46107, -3.79196, -1.41805], [-0.48516, -4.79277, -1.78405], [0.22595, -2.99563, -0.26142], [1.73867, -4.65045, -0.99071]], "forces_ev_per_angstrom": [[0.3, 0.7, 0.3], [-0.4, -2.0, -0.1], [0.2, -0.6, -2.6], [-2.4, 2.5, 2.5], [0.4, -1.0, -0.5], [0.6, 0.1, -0.4], [0.2, 0.2, -0.2], [1.5, -1.0, 1.8], [-0.1, -0.2, -0.4], [0.1, 0.0, -0.2], [-0.5, 0.3, -0.1], [2.7, -1.0, 1.7], [-1.7, 1.4, 3.0], [0.2, 0.1, -0.3], [0.0, -0.3, -0.7], [-0.2, -0.1, -0.2], [-1.5, 0.7, -5.1], [0.4, -0.6, 0.2], [0.8, 0.1, 1.0], [-0.5, 0.0, 0.4], [-1.7, 2.3, -2.3], [1.3, -1.0, -0.1], [0.4, 0.5, 0.4], [-0.3, -0.5, -0.3], [0.2, 0.1, -0.2], [-0.5, -3.1, 4.1], [-0.6, 0.9, -1.1], [0.7, 0.7, -0.7], [0.5, 0.4, 0.0], [-2.1, 0.4, 0.7], [1.0, 0.4, -2.5], [0.1, 0.4, 0.3], [-0.6, -0.2, 0.4], [0.2, 0.5, 0.4], [1.8, -1.9, 1.5], [-0.2, 0.2, -0.2], [-0.3, 0.5, -0.3], [0.0, 0.1, -0.3]], "mulliken_charge": [1.14, 1.24, -0.41, 0.93, -0.52, -0.31, -0.34, 1.11, -0.55, -0.59, -0.32, -0.32, 0.98, -0.62, -0.48, -0.23, 0.99, -0.51, -0.64, -0.30, -0.31, 0.94, -0.59, -0.50, -0.19, 0.95, -0.54, -0.63, -0.25, -0.41, 0.93, -0.51, -0.60, -0.31, 0.95, -0.59, -0.27, -0.30], "homo_lumo_gap_ev": 7.291, "charge": -2, "lumo_ev": 2.70}



{"formula": "C52H46AsGeN3O4S2Tc", "method": "ωB97M-V with the def2-TZVPD basis set", "symbols": ["Tc", "S", "C", "C", "C", "C", "C", "C", "As", "C", "C", "C", "C", "C", "C", "C", "C", "C", "C", "C", "C", "H", "H", "H", "H", "H", "H", "H", "H", "H", "H", "H", "H", "H", "H", "C", "N", "C", "S", "N", "C", "H", "H", "H", "H", "H", "H", "H", "H", "O", "C", "O", "C", "C", "C", "C", "C", "C", "N", "O", "O", "H", "H", "H", "H", "C", "Ge", "C", "C", "C", "C", "C", "C", "C", "C", "C", "C", "C", "C", "C", "C", "C", "C", "H", "H", "H", "H", "H", "H", "H", "H", "H", "H", "H", "H", "H", "H", "H", "C", "C", "C", "C", "C", "C", "C", "H", "H", "H", "H", "H"], "coordinates": [[0.49032, 0.08211, -0.12548], [0.60026, -0.04438, 2.22671], [2.25337, -0.11975, 2.69824], [2.54948, 0.07352, 4.05917], [3.86294, 0.04185, 4.48966], [4.88907, -0.19822, 3.58155], [4.60633, -0.41201, 2.23595], [3.29878, -0.38035, 1.79091], [2.81302, -0.66402, -0.05837], [3.08321, -2.52776, -0.40931], [3.13404, -3.45280, 0.62322], [3.18324, -4.81015, 0.32682], [3.18480, -5.23600, -0.99425], [3.13914, -4.30615, -2.02770], [3.08074, -2.95141, -1.73806], [4.17399, 0.27233, -1.03153], [4.05467, 1.65311, -1.16795], [5.05757, 2.36515, -1.80643], [6.16914, 1.70132, -2.31187], [6.28397, 0.32503, -2.17412], [5.28596, -0.39544, -1.53096], [1.74105, 0.26349, 4.75384], [4.09396, 0.20637, 5.53384], [5.91559, -0.22548, 3.92245], [5.41554, -0.60342, 1.54178], [3.13585, -3.12862, 1.65749], [3.22701, -5.53336, 1.13122], [3.23405, -6.29376, -1.22113], [3.16171, -4.63927, -3.05803], [3.05869, -2.22712, -2.54533], [3.18902, 2.17251, -0.77485], [4.97445, 3.43940, -1.90909], [6.94991, 2.26022, -2.81184], [7.15321, -0.19004, -2.56220], [5.38704, -1.46695, -1.42010], [0.90305, -2.39223, -4.54803], [0.82587, -1.31806, -3.55549], [0.70086, -0.00696, -3.73417], [0.68087, 1.07415, -2.38660], [0.61981, 0.58356, -4.92319], [0.74901, 0.04739, -6.28276], [0.70503, -3.33092, -4.04132], [1.88902, -2.45385, -5.00577], [0.14980, -2.27777, -5.31685], [0.90651, -1.57271, -2.58001], [0.49399, 1.58137, -4.85595], [1.62339, -0.58770, -6.38137], [0.88162, 0.89692, -6.94567], [-0.14264, -0.48817, -6.59784], [0.87216, 2.28750, 0.24946], [-0.31278, 2.64676, 0.33604], [-1.21617, 1.70085, 0.14448], [-0.68624, 4.05288, 0.59855], [-0.07760, 5.04815, -0.16048], [-0.41071, 6.37448, 0.06021], [-1.31793, 6.66343, 1.06082], [-1.90408, 5.69587, 1.85044], [-1.58720, 4.37088, 1.60685], [-1.67411, 8.08585, 1.31057], [-2.49249, 8.29998, 2.17636], [-1.20011, 8.91104, 0.56461], [0.64116, 4.78110, -0.92451], [0.02103, 7.17919, -0.51769], [-2.58637, 5.98699, 2.63664], [-2.02083, 3.59704, 2.21745], [-3.70312, 3.07043, -0.93836], [-3.16338, 1.57910, 0.15179], [-3.32572, -0.09620, -0.77627], [-4.07902, -1.12809, -0.21501], [-4.30360, -2.30304, -0.92039], [-3.79329, -2.44732, -2.20349], [-3.05774, -1.41769, -2.77841], [-2.82270, -0.24749, -2.06937], [-3.78963, 1.64654, 1.96096], [-4.65126, 2.68571, 2.22770], [-5.25577, 2.84027, 3.49140], [-4.98817, 1.93935, 4.47731], [-4.12003, 0.84166, 4.25049], [-3.86942, -0.10366, 5.27588], [-3.05734, -1.17460, 5.05396], [-2.45080, -1.34338, 3.79134], [-2.66033, -0.44049, 2.78782], [-3.50857, 0.68020, 2.98067], [-4.76439, 2.95301, -1.16807], [-3.14783, 3.03259, -1.87694], [-3.54475, 4.03801, -0.46974], [-4.49353, -1.02413, 0.78207], [-4.88985, -3.09642, -0.47474], [-3.98563, -3.35502, -2.76230], [-2.69137, -1.51703, -3.79254], [-2.25558, 0.55368, -2.53151], [-4.88199, 3.41362, 1.45824], [-5.93028, 3.66742, 3.66729], [-5.44641, 2.04330, 5.45416], [-4.34533, 0.03671, 6.23907], [-2.88166, -1.89989, 5.83836], [-1.82186, -2.20693, 3.61740], [-2.18981, -0.59531, 1.82344], [-0.03108, -1.54554, -0.16323], [-0.33568, -2.93627, 0.02081], [-0.67783, -3.75534, -1.05670], [-0.92453, -5.10035, -0.85200], [-0.83811, -5.63475, 0.42930], [-0.50545, -4.82254, 1.50951], [-0.25569, -3.47800, 1.30932], [-0.77252, -3.33461, -2.04706], [-1.19104, -5.73500, -1.68725], [-1.03594, -6.68729, 0.58705], [-0.44074, -5.24250, 2.50493], [0.01378, -2.83968, 2.14413]], "forces_ev_per_angstrom": [[0.4, 0.2, 0.1], [0.1, 0.1, 0.1], [0.0, 0.0, -0.1], [0.1, 0.0, 0.2], [-0.1, 0.0, 0.0], [0.0, 0.0, 0.1], [-0.1, 0.0, -0.2], [0.1, -0.1, 0.0], [-0.3, 0.1, 0.0], [0.0, 0.0, -0.1], [0.0, -0.1, 0.0], [0.0, 0.0, -0.1], [0.0, 0.0, 0.0], [0.0, 0.0, 0.0], [0.0, -0.1, 0.1], [0.0, 0.0, 0.0], [0.0, 0.0, 0.0], [0.0, 0.0, 0.0], [0.0, 0.0, 0.0], [0.0, 0.0, 0.0], [0.1, 0.0, 0.0], [0.0, 0.0, 0.0], [0.0, 0.0, 0.0], [0.0, 0.0, 0.0], [0.0, 0.0, 0.0], [0.0, 0.0, 0.0], [0.0, 0.0, 0.0], [0.0, 0.0, 0.0], [0.0, 0.0, 0.0], [0.1, 0.0, 0.0], [0.0, 0.0, 0.0], [0.0, 0.0, 0.0], [0.0, 0.0, 0.0], [0.0, 0.0, 0.0], [0.0, 0.0, 0.0], [0.0, 0.1, 0.1], [-0.1, 0.0, 0.0], [0.1, -0.1, 0.0], [-0.3, 0.0, -0.1], [0.0, 0.0, -0.1], [0.0, 0.1, 0.1], [0.0, 0.0, 0.1], [0.0, 0.0, 0.0], [-0.1, 0.0, -0.1], [-0.1, -0.1, 0.0], [0.0, 0.0, 0.0], [0.0, 0.0, 0.0], [0.0, 0.0, 0.0], [0.0, 0.0, 0.0], [-0.4, 0.3, 0.0], [0.1, -0.3, -0.2], [0.4, 0.1, 0.3], [0.0, -0.1, 0.0], [0.0, 0.0, 0.0], [0.1, 0.0, 0.0], [0.1, 0.1, 0.1], [0.0, 0.0, 0.1], [0.0, 0.1, 0.0], [-0.6, -0.1, -0.5], [0.2, 0.0, 0.2], [0.3, 0.0, 0.1], [0.0, 0.0, 0.0], [0.0, 0.0, 0.0], [0.0, 0.0, 0.0], [-0.1, -0.1, 0.1], [0.0, 0.0, -0.2], [0.0, 0.0, -0.2], [-0.1, -0.1, 0.0], [0.1, -0.1, 0.0], [0.0, 0.0, 0.0], [0.0, 0.0, 0.0], [0.0, 0.0, 0.0], [0.0, 0.0, 0.0], [0.0, -0.1, 0.2], [0.0, 0.0, 0.0], [0.0, 0.0, 0.0], [0.0, 0.0, 0.1], [0.0, 0.0, 0.0], [0.0, 0.1, 0.0], [0.1, -0.1, 0.0], [0.0, 0.0, 0.0], [-0.1, 0.1, 0.0], [0.0, 0.0, 0.0], [0.0, 0.0, 0.0], [0.0, 0.0, 0.0], [0.0, 0.0, 0.0], [0.0, 0.0, 0.0], [0.0, 0.0, 0.0], [0.0, 0.0, 0.0], [0.0, 0.0, 0.0], [0.0, 0.0, 0.0], [0.0, 0.0, 0.0], [0.0, 0.0, 0.0], [0.0, 0.0, 0.0], [0.0, 0.0, 0.0], [0.0, 0.0, 0.0], [0.0, 0.0, 0.0], [0.0, 0.0, -0.1], [0.0, -0.4, -0.3], [-0.2, 0.1, 0.1], [0.0, 0.0, -0.1], [0.0, -0.1, 0.1], [0.0, 0.0, 0.0], [0.0, -0.1, -0.1], [0.0, 0.0, 0.0], [0.0, 0.1, -0.1], [0.0, 0.0, 0.0], [0.0, 0.0, 0.0], [0.0, 0.0, 0.0], [0.0, 0.0, 0.0]], "mulliken_charge": [-0.38, 0.42, 0.80, -0.67, -0.74, -0.70, -0.42, -1.06, 1.46, 0.33, -0.53, -0.76, -0.75, -1.04, -0.40, 0.46, -0.68, -0.86, -0.53, -0.81, -0.16, 0.61, 0.43, 0.44, 0.56, 0.43, 0.47, 0.44, 0.48, 0.86, 0.39, 0.46, 0.42, 0.45, 0.44, -1.22, 1.21, 0.86, -0.43, -0.18, -1.06, 0.30, 0.40, 0.38, -1.38, 0.28, 0.35, 0.37, 0.31, -0.50, 0.73, 0.33, -0.65, -0.39, -0.71, -0.14, -0.73, 0.09, 1.01, -0.58, -0.59, 0.52, 0.53, 0.55, 0.70, -1.36, 1.41, 0.37, -0.22, -0.67, -0.78, -0.56, -0.65, 0.05, -0.51, -1.08, -0.87, 0.66, -0.89, -1.05, -0.63, 0.40, 0.60, 0.53, 0.36, 0.41, 0.40, 0.47, 0.45, 0.49, 0.25, 0.47, 0.48, 0.43, 0.44, 0.45, 0.40, 0.37, 0.98, 0.77, 0.10, -1.41, -0.66, -1.20, -0.29, 0.71, 0.54, 0.45, 0.53, 0.63], "homo_lumo_gap_ev": [7.615, 5.045], "multiplicity": 2, "s2": 0.772, "charge": 2, "lumo_ev": [-5.05, -7.61]}



{"formula": "C8H16N2O3", "method": "ωB97M-V with the def2-TZVPD basis set", "symbols": ["C", "C", "C", "C", "N", "C", "O", "C", "C", "N", "C", "O", "O", "H", "H", "H", "H", "H", "H", "H", "H", "H", "H", "H", "H", "H", "H", "H", "H"], "coordinates": [[-2.74771, -1.61103, -0.79321], [-1.53877, -1.08472, 0.01987], [-1.91181, -1.01661, 1.49389], [-0.92396, 0.24700, -0.57634], [0.35734, 0.59228, -0.03547], [1.42382, -0.08315, -0.42202], [1.44857, -0.94899, -1.30419], [2.73879, 0.32831, 0.28523], [3.27461, 1.58022, -0.40219], [3.69487, -0.78456, 0.26307], [-1.91003, 1.39206, -0.37373], [-2.87310, 1.58932, -1.09859], [-1.65753, 2.15591, 0.70650], [-3.54324, -0.84867, -0.90068], [-3.25679, -2.48491, -0.37126], [-2.40513, -1.78957, -1.82670], [-0.71466, -1.83886, -0.00887], [-2.19598, -1.98488, 1.83544], [-2.79896, -0.30752, 1.57791], [-1.10479, -0.67523, 2.13636], [-0.86393, 0.09661, -1.68509], [0.33688, 1.20418, 0.74324], [2.55228, 0.57812, 1.33238], [4.09662, 1.94819, 0.15703], [2.51982, 2.38783, -0.41974], [3.59215, 1.39772, -1.42799], [3.43799, -1.27452, -0.61497], [3.41667, -1.48452, 0.95135], [-2.44405, 2.72002, 0.75878]], "forces_ev_per_angstrom": [[0.2, 1.0, -0.8], [0.4, -0.9, 0.2], [-1.0, 2.0, -0.4], [-1.5, -0.5, -0.9], [-1.6, -0.4, -0.5], [2.3, -1.0, -0.3], [-0.5, 0.9, 0.8], [-0.2, -0.4, 0.0], [-0.8, 0.2, -0.3], [-0.6, -0.4, -0.9], [-0.9, -0.3, -1.3], [1.2, -0.2, 1.1], [-0.3, -0.2, -0.1], [0.4, -0.1, 0.2], [0.6, 0.0, 0.0], [-0.3, -0.3, 0.4], [-0.5, 0.6, -0.5], [-0.4, -0.7, 0.2], [1.0, -0.9, 0.3], [0.1, 0.2, 0.0], [0.2, 0.2, 1.0], [0.5, 0.4, 0.6], [-0.2, 0.0, 0.0], [1.0, 0.3, 0.4], [0.2, -0.4, 0.0], [0.0, -0.2, 0.0], [0.6, 0.3, 0.3], [0.1, 0.3, 0.2], [0.1, 0.3, 0.2]], "mulliken_charge": [-1.42, 0.41, -1.51, 0.19, -0.09, 0.41, -0.69, 0.24, -1.37, -0.80, 0.15, -0.58, -0.46, 0.29, 0.40, 0.35, 0.32, 0.52, 0.27, 0.30, 0.44, 0.28, 0.35, 0.38, 0.35, 0.30, 0.32, 0.30, 0.36], "homo_lumo_gap_ev": 9.961, "smiles": "CC(C)[C@H](NC(=O)[C@H](C)N)C(=O)O", "lumo_ev": 0.43}



no.,molar mass (g/mol),electronic energy (eV)
1,149.1,-14297.305
2,88.1,-15951.574
3,119.1,-11917.409
4,782.6,-167886.769
5,1086.6,-208540.853
6,188.2,-17679.208